Entry 1:
Computed, not measured: a 3-piece molecular cluster, C9H24O7P2 overall, with ωB97M-V with the def2-TZVPD basis set.

Structure (XYZ):
```
42
Properties=species:S:1:pos:R:3:forces:R:3:lowdin_charge:R:1
C -2.538507 1.864464 -1.248791 -0.02 0.10 0.34 0.007
C -3.647474 1.226885 -0.453444 0.10 -0.12 -0.20 -0.576
O -3.878886 0.056699 -0.454858 -0.08 0.08 0.01 0.134
O -4.453788 2.100229 0.248326 -0.15 -0.22 0.20 -0.095
C -4.004996 2.621063 1.498907 -0.02 0.49 -0.14 -0.436
P -2.593848 1.701035 2.286072 -0.15 -0.88 0.02 0.868
P -2.112515 2.965515 3.992562 0.63 0.23 -0.02 0.209
O -0.692564 3.340827 3.951927 -0.13 -0.04 -0.03 -0.328
O -2.550675 2.124834 5.272721 -0.09 0.03 -0.13 -0.165
O -3.165459 4.154579 4.132360 -0.11 -0.09 -0.14 -0.150
H -1.611384 1.359606 -0.980111 0.05 0.01 -0.17 0.076
H -2.462685 2.929658 -1.040731 0.03 0.00 -0.05 0.085
H -2.711161 1.703400 -2.310645 0.03 -0.06 -0.01 0.092
H -4.842516 2.538106 2.192669 0.02 -0.02 0.03 0.089
H -3.795284 3.686657 1.372654 0.08 -0.04 -0.04 0.080
H -1.502114 2.076062 1.483161 -0.03 0.41 0.01 -0.071
H -1.878546 1.447535 5.427038 -0.09 -0.06 0.20 0.084
H -2.944646 4.851453 3.501082 -0.05 0.14 0.11 0.086
C 1.848298 0.463352 -3.798563 -0.03 0.09 -0.01 -0.059
C 0.717625 0.036122 -2.876443 0.09 -0.15 -0.14 -0.499
C 0.860622 -1.411983 -2.442748 -0.09 -0.07 0.08 -0.053
O -0.549797 0.257183 -3.498442 -0.04 0.12 0.06 -0.063
H 1.841112 -0.143394 -4.708585 0.02 -0.04 0.02 0.081
H 1.732316 1.507342 -4.090722 0.00 0.00 0.02 0.078
H 2.817623 0.340034 -3.314057 0.00 -0.02 0.00 0.081
H 0.712602 0.677073 -1.992407 -0.03 0.02 0.00 0.132
H 0.821866 -2.076733 -3.311226 0.05 0.04 -0.03 0.085
H 0.043682 -1.693911 -1.776729 0.00 0.03 0.01 0.083
H 1.805444 -1.571015 -1.923062 0.01 0.03 0.00 0.056
H -0.590907 -0.290013 -4.290152 0.00 -0.02 0.01 0.087
C 2.142698 -3.219373 1.428893 -0.07 0.05 -0.05 -0.059
C 3.103143 -3.115918 0.254693 0.09 0.01 0.25 -0.507
C 4.383526 -3.899011 0.497284 0.03 0.00 -0.09 -0.062
O 3.405655 -1.745425 -0.019276 -0.06 -0.07 -0.09 -0.067
H 2.603788 -2.807053 2.330918 0.02 -0.04 0.01 0.081
H 1.233033 -2.652768 1.228745 0.00 -0.01 -0.01 0.077
H 1.870323 -4.256563 1.628469 0.01 0.00 0.00 0.081
H 2.612280 -3.488891 -0.646004 0.01 0.06 -0.05 0.129
H 4.907283 -3.504045 1.372308 -0.03 -0.03 0.03 0.081
H 5.052012 -3.813421 -0.359402 -0.02 -0.01 -0.01 0.080
H 4.174802 -4.955148 0.672830 0.00 0.00 0.01 0.080
H 3.838019 -1.385045 0.762774 0.00 0.05 -0.02 0.087
```
Forces are in eV/Å.

Results
DFT total energy = -42633.855 eV
Multiplicity = 1
HOMO-LUMO gap = 9.94 eV
Largest force on an atom = 0.01741 Eh/bohr
SMILES = CC(=O)OCPP(=O)(O)O.CC(C)O.CC(C)O
Net charge = 0

=====

Entry 2:
Computed, not measured: a 2-piece molecular cluster, C14H18NO5 overall in a non-equilibrium geometry, with ωB97M-V with the def2-TZVPD basis set.

Structure (XYZ):
```
38
Properties=species:S:1:pos:R:3:forces:R:3:lowdin_charge:R:1
C 4.018351 -1.072424 2.681726 -0.33 -0.32 0.04 -0.076
C 3.008093 0.050225 2.669773 0.61 0.59 -0.01 -0.285
O 1.701000 -0.454944 2.643750 0.31 -0.44 0.02 -0.049
C 0.796187 0.564595 2.505171 -2.96 1.14 -0.28 -0.499
C -0.577930 0.126853 2.546223 0.53 -0.57 -0.23 -0.126
C -1.670278 1.035584 2.549406 1.11 -0.36 0.10 -0.458
O -1.527734 2.252860 2.556256 -0.40 1.44 -0.10 -0.020
C -3.091504 0.514684 2.561680 -0.50 -0.76 0.16 -0.133
C -3.220732 -0.958512 2.979366 -0.03 0.01 -0.08 -0.214
C -2.175285 -1.823925 2.269832 0.01 0.12 0.08 -0.213
C -0.761147 -1.359581 2.613133 -0.06 -0.35 -0.04 -0.202
O 1.139410 1.728534 2.329497 1.06 -0.21 0.00 0.024
H 5.043554 -0.704599 2.677848 -0.01 0.15 0.01 0.068
H 3.879575 -1.698829 3.561947 0.04 -0.04 0.11 0.069
H 3.880187 -1.715514 1.813383 0.03 -0.02 -0.12 0.070
H 3.084379 0.689971 3.560401 0.34 -0.02 -0.22 0.126
H 3.123556 0.702075 1.793385 0.31 -0.03 0.24 0.108
H -3.674412 1.158921 3.229310 0.15 -0.03 -0.06 0.107
H -3.515990 0.659481 1.563312 0.09 -0.01 -0.08 0.112
H -3.074287 -1.032354 4.064087 0.08 -0.04 -0.03 0.107
H -4.235569 -1.334211 2.783466 0.12 0.08 -0.01 0.094
H -2.308361 -2.883640 2.517770 0.01 0.06 0.08 0.095
H -2.318859 -1.750932 1.186670 -0.06 0.12 -0.06 0.106
H -0.031978 -1.824422 1.937582 -0.22 -0.20 0.03 0.101
H -0.475069 -1.705695 3.612793 -0.14 -0.32 0.15 0.104
C -0.512016 -1.082664 -3.914615 0.16 -0.04 0.10 -0.012
N 0.074300 -0.445744 -2.759042 -0.17 -0.18 -0.29 -0.020
C 1.312445 -0.765275 -2.210088 0.19 -0.73 -0.62 -0.426
O 2.077095 -1.617087 -2.610727 -0.37 0.16 -0.20 0.098
C 1.485269 0.115243 -1.061626 -0.35 0.97 0.83 0.060
C 0.402467 0.884730 -0.935980 1.14 0.09 1.08 0.075
C -0.539788 0.544079 -1.993584 -1.25 0.10 -0.62 -0.409
O -1.645912 1.001150 -2.186716 0.52 -0.30 -0.16 0.113
H -1.505480 -0.676595 -4.088307 0.03 0.10 0.16 0.087
H 0.106879 -0.897918 -4.788977 0.03 -0.06 -0.13 0.089
H -0.584004 -2.154641 -3.747964 -0.01 -0.10 -0.06 0.091
H 2.346626 0.115290 -0.421386 0.18 -0.11 0.06 0.114
H 0.226552 1.615689 -0.164125 -0.19 0.11 0.15 0.125
```
Forces are in eV/Å.

Results
DFT total energy = -26539.292 eV
Multiplicity = 1
HOMO-LUMO gap = 5.22 eV
Largest force on an atom = 0.06189 Eh/bohr
Net charge = -1